Density functional theory data (wB97M-V/def2-TZVPD) for a 2-piece molecular cluster, C7H4BN6O6 overall at a distorted geometry.

## Properties
E_HOMO   -0.163 Ha
Total charge   -1
LUMO level   0.035 hartree
Calculated total energy   -1073.6155 hartree

Each line ends with the Mulliken charge.
Positions of all 24 atoms, in Å:
1 N 0.179 -3.243 0.896  -0.60
2 B -2.417 2.934 -0.279  -0.04
3 O 1.642 2.709 -1.382  -0.76
4 C -0.189 0.340 -0.426  -0.16
5 N -4.716 1.852 0.585  -0.50
6 N 3.464 0.265 0.268  -0.52
7 O 3.489 -2.751 1.675  -0.74
8 N -1.860 -1.471 -0.625  0.86
9 H -0.803 0.906 0.228  0.01
10 H -0.491 0.609 -1.430  0.54
11 N 1.938 1.727 -0.726  0.70
12 H -1.583 3.239 0.561  0.00
13 O -2.422 -0.657 -1.402  -0.68
14 O 3.310 1.447 -0.434  -0.20
15 C 1.251 0.657 -0.206  0.05
16 C 1.654 -1.486 0.787  0.09
17 N 2.349 -2.574 1.274  0.77
18 C 0.334 -1.930 0.514  1.07
19 O 1.412 -3.618 1.354  -0.22
20 H -2.019 2.597 -1.401  0.02
21 C -3.676 2.268 0.198  0.53
22 C -0.561 -1.113 -0.177  -1.10
23 O -2.439 -2.517 -0.266  -0.68
24 C 2.152 -0.190 0.412  0.55

---

Density functional theory data (wB97M-V/def2-TZVPD) for C7H4BrN3O2 as an isolated structure at a distorted geometry.

## Properties
E_HOMO   -0.377 Ha
Total charge   0
LUMO level   -0.027 hartree
Calculated total energy   -3157.6686 hartree

Each line ends with the Mulliken charge.
Positions of all 17 atoms, in Å:
1 H -0.570 -1.613 -1.227  0.36
2 Br 1.508 2.304 1.247  -0.06
3 N 2.420 -1.133 0.959  1.09
4 H -3.330 1.383 -0.024  0.42
5 N 1.874 -0.679 -0.198  -0.32
6 C -2.154 -0.295 -0.454  -0.48
7 C -0.820 -0.794 -0.561  -0.55
8 H -2.990 -0.612 -1.125  0.29
9 C -1.285 1.740 0.626  -0.15
10 C 1.885 -1.234 -1.418  0.44
11 N 1.818 -1.810 -2.412  -0.46
12 C 0.095 0.082 -0.031  1.00
13 H -1.425 2.846 1.026  0.23
14 O 1.874 -0.731 1.978  -0.54
15 C 0.024 1.289 0.530  -0.08
16 C -2.353 1.019 0.117  -0.55
17 O 3.428 -1.764 0.967  -0.62

---

Density functional theory data (wB97M-V/def2-TZVPD) for the molecule C7H4BrN5O at a distorted geometry.

## Properties
E_HOMO   -0.311 Ha
Total charge   0
LUMO level   0.013 hartree
Calculated total energy   -3192.2193 hartree

Each line ends with the Mulliken charge.
Positions of all 18 atoms, in Å:
1 C -0.251 -1.408 -0.474  0.01
2 H 1.332 0.035 -3.781  0.24
3 C -0.922 -1.562 2.774  0.05
4 C 0.480 0.236 -1.976  0.35
5 N 0.775 0.683 -3.228  -0.49
6 H 1.116 1.659 -3.184  0.30
7 H -0.016 -1.689 -2.496  0.27
8 N -0.009 1.666 1.298  0.06
9 N 0.168 -1.072 -1.724  -0.09
10 C -0.273 -0.388 0.567  0.80
11 H 0.181 2.659 1.273  0.21
12 N 0.498 1.194 -1.092  -0.63
13 C -0.540 -0.399 2.016  0.39
14 N -1.262 -2.449 3.433  -0.51
15 O -0.565 -2.545 -0.241  -0.63
16 C 0.090 0.857 0.195  -0.09
17 C -0.393 0.930 2.410  -0.13
18 Br -0.409 1.593 4.227  -0.13